The following is a quantum chemistry calculation of C5H4Cl2S in the gas phase, from OMol25.

Geometry (Å):
S 1.44679 -1.75410 -0.46578
C 0.15622 -0.81409 -0.68490
C -0.90533 -0.89238 -1.66578
C -1.72844 0.18405 -1.57342
C -1.42309 1.10154 -0.47879
C -0.17826 0.41126 0.17967
Cl 1.12754 1.61526 0.37884
Cl -0.64917 -0.08074 1.86688
H -0.90180 -1.69884 -2.44318
H -2.55200 0.37664 -2.28462
H -2.16692 1.29532 0.24363
H -1.18675 2.06333 -0.90108

The lowest unoccupied orbital energy comes out at -0.0395 Eh. The SMILES is S=C1C=CCC1(Cl)Cl. The maximum force comes out at 0.04256 Eh/bohr. As for the energy above the lowest of the compared OMol25 structures with the same formula, charge and spin: 31.9 kJ/mol. The electronic energy comes out at -1511.46165 Ha.

The following is a quantum chemistry calculation of C5H4ClF in the gas phase, from OMol25.

Geometry (Å):
F 1.52620 1.23856 1.08086
C 0.99449 0.34161 0.24946
Cl 2.33659 -0.59379 -0.54695
C 0.13984 -0.75544 0.93918
C -1.08387 -0.78872 0.36848
C -1.09935 0.26082 -0.78694
C 0.05729 0.94138 -0.76371
H 0.51723 -1.39950 1.71132
H -1.85037 -1.46110 0.66806
H -1.89716 0.45941 -1.51454
H 0.35909 1.75676 -1.40521

The lowest unoccupied orbital energy comes out at 0.0055 Eh. The SMILES is FC1(Cl)C=CC=C1. The maximum force comes out at 0.05060 Eh/bohr. As for the energy above the lowest of the compared OMol25 structures with the same formula, charge and spin: 37.2 kJ/mol. The electronic energy comes out at -752.93201 Ha.

The following is a quantum chemistry calculation of C5H4ClF in the gas phase, from OMol25.

Geometry (Å):
F -0.72458 2.48007 0.00761
C -0.32302 1.19351 -0.01139
C -1.10405 0.12311 -0.01257
Cl -2.83740 0.10303 -0.00418
C -0.25736 -1.11487 0.00320
C 1.12927 -0.55873 -0.00679
C 1.06467 0.79247 -0.00646
H -0.39574 -1.69116 -0.92273
H -0.44879 -1.73636 0.93740
H 2.01057 -1.08854 0.02642
H 1.88644 1.49747 -0.01052

The lowest unoccupied orbital energy comes out at 0.0347 Eh. The SMILES is FC1=C(Cl)CC=C1. The maximum force comes out at 0.05427 Eh/bohr. As for the energy above the lowest of the compared OMol25 structures with the same formula, charge and spin: 11.7 kJ/mol. The electronic energy comes out at -752.94173 Ha.

The following is a quantum chemistry calculation of 2 unconnected molecules or ions with the total composition C5H4ClF3NO2S, from OMol25.

Geometry (Å):
C -0.69462 2.31810 0.73474
C 0.92213 0.70186 -0.63331
C 1.65752 -1.01246 0.67177
C -0.14188 0.78608 0.39803
C -2.12989 -0.90042 -0.65760
N 1.48903 -0.61746 -0.69969
O 0.09561 2.68849 1.58872
O -1.64778 2.73649 0.17406
F -3.13759 -0.97546 0.19979
F -2.63875 -1.08055 -1.89706
F -1.42297 -2.07844 -0.37332
S 0.16158 -0.34208 1.65303
Cl 1.84332 -2.76275 0.74664
H 0.41279 1.10607 -1.62674
H 1.78848 1.31804 -0.34324
H 2.49006 -0.49587 1.12552
H 0.95296 -1.38963 -1.06133

The lowest unoccupied orbital energy comes out at 0.1061 Eh. Its net charge is -1. The maximum force comes out at 0.06098 Eh/bohr. As for the energy above the lowest of the compared OMol25 structures with the same formula, charge and spin: 319.8 kJ/mol. The electronic energy comes out at -1556.10573 Ha.

The following is a quantum chemistry calculation of 2 unconnected molecules or ions with the total composition C5H4ClN3O2, from OMol25.

Geometry (Å):
C 1.73454 -0.49114 -0.57883
C 2.32404 0.49189 0.16323
C 0.34717 -0.50968 -0.82958
C 1.49294 1.45862 0.71287
C -0.39348 0.59450 -0.32029
N 0.18628 1.51784 0.48591
N -1.75759 0.62881 -0.41862
N -3.31788 -1.86755 0.31141
O -3.01385 -1.68123 1.43071
O -2.77185 -2.27585 -0.69049
Cl -2.41206 1.89088 0.46281
H 2.39891 -1.15543 -1.14797
H 3.49020 0.40460 0.30208
H -0.05665 -1.30445 -1.34358
H 1.74928 2.29819 1.46033

The lowest unoccupied orbital energy (alpha / beta) comes out at -0.0492 / -0.0686 Eh. The maximum force comes out at 0.06074 Eh/bohr. As for the energy above the lowest of the compared OMol25 structures with the same formula, charge and spin: 47.9 kJ/mol. The electronic energy comes out at -967.65423 Ha.

The following is a quantum chemistry calculation of C5H4ClNO3S in the gas phase, from OMol25.

Geometry (Å):
C -0.04236 0.15420 2.03382
C 0.30674 0.45364 0.60712
C -0.09000 -0.15656 -0.62463
S -0.95389 -1.65021 -0.97736
O -0.73849 -2.61572 0.00866
O -0.61706 -1.91020 -2.33370
Cl -2.90181 -1.04801 -1.02535
C 0.60793 0.58745 -1.66643
N 1.29011 1.58670 -1.32299
C 1.16783 1.62756 0.15716
O 1.72783 2.37187 0.88442
H -0.46173 -0.86987 1.86908
H -0.67917 0.93092 2.42789
H 0.85005 0.22288 2.66609
H 0.53402 0.31535 -2.70378

The lowest unoccupied orbital energy comes out at -0.0763 Eh. The SMILES is CC1=C(S(=O)(=O)Cl)C=NC1=O. The maximum force comes out at 0.09497 Eh/bohr. As for the energy above the lowest of the compared OMol25 structures with the same formula, charge and spin: 0.0 kJ/mol. The electronic energy comes out at -1331.71411 Ha.

The following is a quantum chemistry calculation of C5H4ClNS in the gas phase, from OMol25.

Geometry (Å):
S 2.92625 0.15612 -0.10169
C 1.29244 -0.60442 0.32033
C -0.03753 -0.21434 0.27034
C -1.30820 -1.03876 -0.05025
N -2.29342 -0.15618 -0.16631
C -1.83553 1.18584 -0.15215
C -0.41153 1.09964 0.29498
Cl 0.65229 2.33298 0.02956
H 3.76716 -0.98974 -0.55318
H 1.33136 -1.68652 0.23983
H -1.65172 -2.05583 -0.02551
H -2.43156 1.97122 -0.10595

The lowest unoccupied orbital energy comes out at -0.0462 Eh. The SMILES is S/C=C1/C=NC=C1Cl. The maximum force comes out at 0.18814 Eh/bohr. As for the energy above the lowest of the compared OMol25 structures with the same formula, charge and spin: 317.4 kJ/mol. The electronic energy comes out at -1105.92265 Ha.

The following is a quantum chemistry calculation of a gas-phase ion, C5H4ClO (charge +1), from OMol25.

Geometry (Å):
C -1.46018 0.25192 -0.29292
C -1.15158 1.47894 -0.43651
C -0.71556 -0.97903 -0.02306
C 0.56392 -1.19654 0.30497
C 1.79472 0.81345 0.07703
O 1.64559 -0.39162 0.53525
Cl 3.21240 1.56056 0.43421
H -2.53425 0.04193 -0.44118
H -0.90849 2.50950 -0.53332
H -1.32410 -1.86931 -0.10199
H 0.87753 -2.21980 0.47751

The lowest unoccupied orbital energy (alpha / beta) comes out at -0.2582 / -0.2581 Eh. Its net charge is +1. The maximum force comes out at 0.06147 Eh/bohr. As for the energy above the lowest of the compared OMol25 structures with the same formula, charge and spin: 395.1 kJ/mol. The electronic energy comes out at -727.83929 Ha.

The following is a quantum chemistry calculation of a molecular structure, C5H4CuMgO7, from OMol25.

Geometry (Å):
O 0.15995 0.77401 1.74746
C 0.45404 -0.28277 1.10672
O 0.63933 -1.45281 1.45097
O -0.45129 -0.94915 -1.18659
O -2.56868 -0.69520 -0.36994
C -3.39805 0.42505 -0.13483
C -2.66786 1.55925 -0.83772
O -1.29848 1.20623 -0.65686
C -1.22806 -0.32594 -0.40586
H -4.39082 0.22635 -0.55330
H -3.48969 0.61048 0.94773
H -2.89783 2.54224 -0.41053
H -2.87559 1.59039 -1.91573
Mg 0.15049 2.16427 0.31838
Cu 1.25984 -2.27174 -0.53405
O 1.90218 1.48784 -0.33641
O 2.69643 -0.60257 -0.45856
C 1.93470 0.25942 -0.03475

The lowest unoccupied orbital energy (alpha / beta) comes out at -0.0705 / -0.0737 Eh. Its spin multiplicity is 2. The expectation value of S² is 0.75. The maximum force comes out at 0.09801 Eh/bohr. The electronic energy comes out at -2560.14420 Ha.

The following is a quantum chemistry calculation of C5H4F2O2 in the gas phase, from OMol25.

Geometry (Å):
C 0.89136 1.32547 0.96495
C 0.09977 0.40768 1.44112
C 1.45412 1.02879 -0.38745
C -0.04274 -0.84552 -0.38570
C -1.40913 -1.08166 -0.91473
O 2.32560 1.53517 -0.95375
O 0.74358 0.03891 -0.99377
F 1.38976 2.36218 1.55375
F -0.74211 0.21859 2.43297
H 0.37773 -1.55456 0.20234
H -1.67382 -2.02220 -0.40539
H -1.25698 -1.03488 -2.01045
H -2.15714 -0.37799 -0.54390

The lowest unoccupied orbital energy (alpha / beta) comes out at 0.0150 / -0.0800 Eh. Its spin multiplicity is 3. The expectation value of S² is 2.01. The maximum force comes out at 0.07974 Eh/bohr. The electronic energy comes out at -542.88589 Ha.

The following is a quantum chemistry calculation of C5H4F2S in the gas phase, from OMol25.

Geometry (Å):
C 0.11262 2.81880 0.06347
C 0.22364 1.61797 0.10951
C 0.28439 0.20575 0.27750
C -0.95027 -0.50973 0.78215
S -2.34328 -0.54942 -0.38110
C 1.38217 -0.49292 -0.01248
F 1.44755 -1.80815 0.06300
F 2.51069 0.01140 -0.42631
H 0.05499 3.89607 -0.10398
H -1.27708 -0.01376 1.69277
H -0.75340 -1.54567 1.00209
H -2.47155 0.78569 -0.54455

The lowest unoccupied orbital energy comes out at 0.0294 Eh. The SMILES is C#CC(CS)=C(F)F. The maximum force comes out at 0.02054 Eh/bohr. As for the energy above the lowest of the compared OMol25 structures with the same formula, charge and spin: 152.8 kJ/mol. The electronic energy comes out at -790.75117 Ha.

The following is a quantum chemistry calculation of 2 unconnected molecules or ions with the total composition C5H4F6N2O, from OMol25.

Geometry (Å):
C -1.22162 0.55766 -0.07038
C -0.39358 -0.35047 -1.04244
C -0.31662 0.40997 1.15771
C 1.70809 -0.74157 1.71176
C -0.79373 -0.46175 -2.47356
N 0.72884 -0.71612 -0.48481
N 0.73903 -0.31539 0.80399
O -0.36038 0.94230 2.34771
F -1.34245 1.87645 -0.41574
F -2.57178 0.15488 0.04774
F -0.44995 0.62978 -3.25459
F -0.26583 -1.53843 -3.02280
F -2.15100 -0.49698 -2.63909
F 1.89694 0.89903 -0.58630
H 2.54759 -0.31439 1.29464
H 1.48874 -0.28126 2.61837
H 1.68599 -1.88342 1.78983
H -0.92829 1.62973 2.21796

The lowest unoccupied orbital energy (alpha / beta) comes out at -0.0669 / -0.0669 Eh. The maximum force comes out at 0.11054 Eh/bohr. As for the energy above the lowest of the compared OMol25 structures with the same formula, charge and spin: 315.1 kJ/mol. The electronic energy comes out at -976.71670 Ha.

- Which value of maximum force does entry 1 give?
  0.04256 Eh/bohr

Copy entry 5 word for word.
The following is a quantum chemistry calculation of 2 unconnected molecules or ions with the total composition C5H4ClN3O2, from OMol25.

Geometry (Å):
C 1.73454 -0.49114 -0.57883
C 2.32404 0.49189 0.16323
C 0.34717 -0.50968 -0.82958
C 1.49294 1.45862 0.71287
C -0.39348 0.59450 -0.32029
N 0.18628 1.51784 0.48591
N -1.75759 0.62881 -0.41862
N -3.31788 -1.86755 0.31141
O -3.01385 -1.68123 1.43071
O -2.77185 -2.27585 -0.69049
Cl -2.41206 1.89088 0.46281
H 2.39891 -1.15543 -1.14797
H 3.49020 0.40460 0.30208
H -0.05665 -1.30445 -1.34358
H 1.74928 2.29819 1.46033

The lowest unoccupied orbital energy (alpha / beta) comes out at -0.0492 / -0.0686 Eh. The maximum force comes out at 0.06074 Eh/bohr. As for the energy above the lowest of the compared OMol25 structures with the same formula, charge and spin: 47.9 kJ/mol. The electronic energy comes out at -967.65423 Ha.

Copy entry 5 word for word.
The following is a quantum chemistry calculation of 2 unconnected molecules or ions with the total composition C5H4ClN3O2, from OMol25.

Geometry (Å):
C 1.73454 -0.49114 -0.57883
C 2.32404 0.49189 0.16323
C 0.34717 -0.50968 -0.82958
C 1.49294 1.45862 0.71287
C -0.39348 0.59450 -0.32029
N 0.18628 1.51784 0.48591
N -1.75759 0.62881 -0.41862
N -3.31788 -1.86755 0.31141
O -3.01385 -1.68123 1.43071
O -2.77185 -2.27585 -0.69049
Cl -2.41206 1.89088 0.46281
H 2.39891 -1.15543 -1.14797
H 3.49020 0.40460 0.30208
H -0.05665 -1.30445 -1.34358
H 1.74928 2.29819 1.46033

The lowest unoccupied orbital energy (alpha / beta) comes out at -0.0492 / -0.0686 Eh. The maximum force comes out at 0.06074 Eh/bohr. As for the energy above the lowest of the compared OMol25 structures with the same formula, charge and spin: 47.9 kJ/mol. The electronic energy comes out at -967.65423 Ha.